(1)
Molecular formula: C39H47GeN3OOsP2S
Method: DFT, ωB97M-V with the def2-TZVPD basis set

Last column: Mulliken charge in e.
Cartesian coordinates (Å):
Os 1.42669 1.03357 -0.06031  1.12
O 2.34906 0.09670 1.51765  -0.37
N 2.49988 0.81643 2.63667  0.28
C 3.26967 0.28577 3.60532  -0.37
C 3.42174 0.95277 4.79534  -0.83
C 2.77452 2.17181 4.98690  -0.34
C 1.98780 2.69033 3.97741  -0.80
C 1.85504 1.98621 2.79096  0.89
S 0.91646 2.55141 1.40707  -0.43
H 3.72152 -0.66257 3.35650  0.58
H 4.04903 0.52042 5.56078  0.49
H 2.89222 2.71167 5.91600  0.46
H 1.47533 3.63584 4.08658  0.50
C 0.99071 -2.56154 0.98642  -1.18
N -0.24782 -1.73678 0.98260  0.77
P -0.67472 -0.97430 2.54789  0.29
C -2.49761 -0.99606 2.47914  0.87
C -3.13813 -0.03724 3.25958  -0.67
C -4.52124 -0.03494 3.37836  -0.69
C -5.27284 -0.98034 2.69826  -0.63
C -4.64112 -1.92889 1.90161  -0.93
C -3.26055 -1.93986 1.79621  -0.19
C -0.39975 -2.34642 3.71599  0.65
C 0.24158 -2.00371 4.90294  -0.57
C 0.39932 -2.94146 5.91700  -0.61
C -0.06992 -4.23138 5.73913  -0.65
C -0.70721 -4.58483 4.55291  -0.76
C -0.87960 -3.64678 3.55216  0.03
P -0.28200 -0.67996 -0.32009  -0.70
C -0.21637 -1.67222 -1.81729  0.62
C -0.52580 -3.03364 -1.79422  -0.60
C -0.64691 -3.72853 -2.98612  -0.89
C -0.47594 -3.07467 -4.19943  -0.92
C -0.19872 -1.71547 -4.22504  -0.58
C -0.07768 -1.01535 -3.03432  -0.22
C -1.92080 0.09723 -0.39963  1.87
C -2.90714 -0.55760 -1.14423  -1.06
C -4.18790 -0.03536 -1.21958  -1.03
C -4.49965 1.14542 -0.56229  -0.80
C -3.52406 1.80783 0.16898  -0.73
C -2.24138 1.28999 0.24404  0.27
H 0.98664 -3.20864 1.85685  0.54
H 1.89723 -1.95658 1.02573  -0.01
H 1.03113 -3.19055 0.10162  0.56
H -2.55202 0.70805 3.78739  0.40
H -5.00997 0.70412 3.99910  0.46
H -6.35101 -0.98100 2.78715  0.43
H -5.22933 -2.66569 1.37032  0.48
H -2.77386 -2.68269 1.17532  0.23
H 0.60939 -0.99253 5.04179  0.37
H 0.88740 -2.66336 6.84142  0.45
H 0.05370 -4.96549 6.52377  0.41
H -1.07847 -5.59196 4.41923  0.45
H -1.39628 -3.92511 2.64153  0.27
H -0.69625 -3.53952 -0.85333  0.37
H -0.88494 -4.78347 -2.96805  0.48
H -0.57553 -3.62422 -5.12573  0.42
H -0.08177 -1.20087 -5.16984  0.52
H 0.09321 0.05178 -3.05514  0.43
H -2.68673 -1.48228 -1.65871  0.50
H -4.94388 -0.55672 -1.79119  0.53
H -5.50343 1.54572 -0.61519  0.46
H -3.76414 2.72357 0.69294  0.49
H -1.50652 1.80873 0.84059  -0.34
C -2.05622 2.63438 -3.71290  -1.23
C -0.80969 3.45181 -3.33568  2.10
C 0.05253 3.74710 -4.56933  -1.74
C -1.20461 4.74907 -2.61344  -1.67
C -0.03342 2.64303 -2.38510  -0.28
N 0.53580 2.02863 -1.60224  0.07
H -2.66343 3.22610 -4.39769  0.49
H -2.65593 2.39671 -2.83288  0.18
H -1.78383 1.70511 -4.21495  0.29
H -0.52675 4.36989 -5.25056  0.47
H 0.32385 2.83160 -5.09539  0.33
H 0.96071 4.28796 -4.30352  0.39
H -1.82202 5.34130 -3.28832  0.44
H -0.32828 5.33803 -2.34434  0.41
H -1.78426 4.54037 -1.71389  0.33
C 4.49135 -1.22213 -2.20603  -1.06
Ge 4.01072 0.62850 -2.57130  0.64
C 2.88790 0.79164 -4.15323  -0.76
C 5.55777 1.79353 -2.77174  -1.23
C 3.24460 1.36289 -0.82146  -1.16
H 5.22121 -1.56028 -2.94210  0.41
H 3.62133 -1.87731 -2.26610  0.29
H 4.93892 -1.32164 -1.21754  0.37
H 3.52076 0.59735 -5.02061  0.52
H 2.47786 1.79687 -4.25557  0.15
H 2.08786 0.06018 -4.15818  0.09
H 6.18078 1.41880 -3.58441  0.40
H 6.16094 1.82099 -1.86509  0.39
H 5.24583 2.80839 -3.01714  0.38
H 3.41962 2.43285 -0.97658  0.54
H 3.94787 0.97358 -0.07806  0.43

Results
Charge ... +2
Kohn-Sham gap ... 0.239 Ha
LUMO energy ... -0.24277 Eh
HOMO energy ... -13.10 eV
Multiplicity ... 1


(2)
Molecular formula: C39H47N7O2Pt
Method: DFT, ωB97M-V with the def2-TZVPD basis set

Last column: Mulliken charge in e.
Cartesian coordinates (Å):
Pt 1.52693 -0.39954 -0.38069  0.61
C 0.97120 -3.21391 -2.41667  -1.46
N 1.86368 -2.39237 -1.61516  0.11
C 3.08097 -2.76179 -1.49552  -0.18
C 4.01454 -1.95374 -0.77316  0.31
C 5.39757 -2.06543 -0.62085  -1.17
C 5.80173 -0.90037 0.04558  -0.80
C 4.63976 -0.14937 0.25595  -0.75
N 3.56081 -0.78674 -0.22600  0.70
C -0.02727 -3.96517 -1.57080  0.27
C -1.14042 -3.30523 -1.06746  0.21
C -2.05012 -3.96719 -0.25690  -0.53
C -1.85698 -5.30773 0.04897  -0.62
C -0.75064 -5.97865 -0.45601  -0.64
C 0.16065 -5.30771 -1.26012  -0.49
H 1.54869 -3.92706 -3.02065  0.68
H 0.43526 -2.55417 -3.10352  0.07
H 3.44698 -3.66970 -1.98692  0.27
H 6.01665 -2.87961 -0.96644  0.42
H 6.80647 -0.61883 0.32426  0.39
H 4.55368 0.83745 0.68323  0.73
H -1.27653 -2.25682 -1.29457  0.61
H -2.89209 -3.42010 0.15155  0.38
H -2.56137 -5.82741 0.68726  0.39
H -0.59306 -7.02373 -0.21697  0.36
H 1.03043 -5.82963 -1.64542  0.35
C -1.37712 -2.52432 3.41441  -2.03
C -1.89917 -1.66430 2.29203  1.20
C -3.27607 -1.41811 2.18484  -1.29
C -3.73672 -0.64477 1.13135  0.46
C -5.21572 -0.39626 0.95871  -2.11
C -2.85125 -0.11043 0.20117  -0.15
C -1.44602 -0.32674 0.26964  0.77
C -1.02537 -1.12784 1.37232  0.31
N -0.50222 0.11496 -0.60712  -0.51
C -0.88606 0.92518 -1.77358  2.63
C -1.44012 2.31188 -1.36838  -1.20
C -1.82913 3.13736 -2.59819  0.10
C -0.57001 3.41534 -3.42055  -1.46
C 0.04072 2.08049 -3.85123  0.28
C -0.95923 1.34339 -4.74417  -1.39
C -2.22070 1.04718 -3.93179  -0.04
C -2.84158 2.36303 -3.44907  -1.28
C -1.85039 0.17913 -2.72456  -1.04
C 0.36739 1.22587 -2.61928  -2.84
H -2.01954 -3.39655 3.56184  0.42
H -1.35603 -1.97073 4.35775  0.31
H -0.36146 -2.85427 3.21157  0.34
H -3.96981 -1.84417 2.90328  0.22
H -5.74907 -0.51446 1.90358  0.43
H -5.65098 -1.09962 0.24347  0.30
H -5.40599 0.61083 0.58123  0.39
H -3.28695 0.48208 -0.58596  0.29
H 0.03456 -1.33441 1.47039  -0.64
H -0.63825 2.82373 -0.82683  0.06
H -2.28760 2.23016 -0.69052  0.74
H -2.27321 4.08481 -2.27340  0.27
H 0.14614 3.97843 -2.81453  0.51
H -0.81119 4.02211 -4.30183  0.56
H 0.96677 2.26187 -4.40613  0.32
H -0.52277 0.40566 -5.10407  0.51
H -1.20371 1.95175 -5.62333  0.55
H -2.94403 0.50941 -4.55438  0.33
H -3.74153 2.15427 -2.85953  0.51
H -3.15004 2.96816 -4.30976  0.55
H -1.33961 -0.72731 -3.06774  -0.09
H -2.75514 -0.15185 -2.21790  0.67
H 1.10344 1.73210 -1.98832  0.55
H 0.82027 0.28085 -2.93295  0.44
C 5.36941 1.58626 3.24628  -0.97
N 4.07980 0.94881 3.27549  0.08
C 3.93198 -0.47568 3.45468  -0.60
C 2.49910 -0.69672 2.96429  0.04
O 1.91288 -1.74676 3.08544  -0.52
N 2.03217 0.46900 2.37823  0.14
C 2.99011 1.36247 2.56984  0.03
N 2.92295 2.59695 2.06035  -0.08
H 5.97195 1.20095 4.06820  0.36
H 5.27333 2.66215 3.39701  0.37
H 5.90654 1.40464 2.30806  0.24
H 4.05177 -0.78487 4.49367  0.40
H 4.61093 -1.04268 2.80918  0.25
H 2.07770 2.92539 1.61936  0.05
H 3.62334 3.28695 2.25317  0.19
O 0.60529 3.98155 1.03449  -0.95
N -0.47366 3.63227 1.67129  0.92
C -1.37316 4.57681 2.02992  -0.46
C -2.52559 4.23920 2.70306  -0.60
C -2.77517 2.91245 3.02419  -0.59
C -1.84787 1.95745 2.64311  -0.77
C -0.70634 2.33164 1.96330  -0.33
H -1.09738 5.57834 1.74059  0.42
H -3.21812 5.02632 2.96826  0.40
H -3.67862 2.62529 3.54432  0.46
H -1.99993 0.90391 2.83574  0.48
H 0.04359 1.62860 1.62300  0.91

Results
Charge ... -1
Kohn-Sham gap (spin up / spin down) ... 0.211 / 0.218 Ha
LUMO energy (spin up / spin down) ... 0.09417 / 0.09412 Eh
HOMO energy (spin up / spin down) ... -3.18 / -3.37 eV
Multiplicity ... 2


(3)
Molecular formula: C39H48BeP2Si
Method: DFT, ωB97M-V with the def2-TZVPD basis set

Last column: Mulliken charge in e.
Cartesian coordinates (Å):
Be 1.82568 -0.75951 -1.71352  -0.41
C -3.41958 0.03732 -1.00229  -0.40
C -4.15917 -0.00167 -2.11981  -0.29
C -4.56181 1.10532 -3.05377  -1.16
C -3.57819 1.24872 -4.21539  -0.16
C -2.36413 2.06574 -3.87011  -0.44
C -1.93415 2.40944 -2.63716  -0.23
C -2.64748 2.46640 -1.30504  -1.32
C -2.74775 1.22677 -0.39931  0.30
C 3.06096 -1.18511 -2.79848  -0.04
H -3.33447 -0.87954 -0.40552  0.42
H -4.62201 -0.96700 -2.37872  0.34
H -4.70682 2.08294 -2.58740  0.31
H -5.52824 0.81838 -3.49039  0.43
H -3.26664 0.25947 -4.58596  0.11
H -4.10231 1.69274 -5.06370  0.42
H -1.77428 2.34838 -4.77292  0.32
H -0.89970 2.81912 -2.51871  0.35
H -3.65397 2.88322 -1.38930  0.41
H -2.06312 3.21268 -0.72992  0.44
H -1.75724 0.95977 -0.00714  -0.30
H -3.32781 1.54403 0.48327  0.41
H 3.70544 -2.03530 -2.51827  0.30
H 3.66426 -0.25962 -2.84341  0.06
H 2.55720 -1.35940 -3.76381  -0.25
P 0.18832 -1.86914 -7.18131  -0.12
P 1.84615 0.57138 -7.49666  0.04
C -0.70099 -0.34568 -7.63679  -0.60
C 0.09067 0.72593 -7.92168  -0.85
C -0.21772 -2.81526 -8.75584  0.28
C -1.13747 -2.39158 -9.73384  0.13
C -1.49101 -3.25097 -10.78276  -0.71
C -0.88113 -4.50486 -10.90737  -0.44
C 0.11542 -4.88099 -9.98936  -0.60
C 0.46026 -4.03348 -8.93746  -0.54
C -1.10202 -2.54915 -6.04942  0.57
C -0.97466 -2.21490 -4.68660  -0.39
C -1.89363 -2.70330 -3.75756  -0.36
C -2.97161 -3.48860 -4.18542  -0.59
C -3.11428 -3.79874 -5.54084  -0.78
C -2.18809 -3.31902 -6.47252  -0.22
C 2.47018 0.88474 -9.26897  0.29
C 2.13751 -0.04953 -10.27409  -0.12
C 2.48275 0.20035 -11.60639  -0.65
C 3.18358 1.36402 -11.94808  -0.46
C 3.54892 2.27281 -10.94924  -0.60
C 3.19908 2.02953 -9.61605  -0.34
C 2.09776 2.24145 -6.76258  0.57
C 3.34850 2.45861 -6.15189  -0.41
C 3.68031 3.71603 -5.63372  -0.65
C 2.74228 4.75725 -5.69686  -0.43
C 1.48698 4.53641 -6.25929  -0.76
C 1.14714 3.27541 -6.77008  0.09
H -1.79368 -0.35668 -7.72040  0.83
H -0.25346 1.61992 -8.44855  0.80
H -1.59777 -1.40154 -9.69696  0.38
H -2.25210 -2.94496 -11.50566  0.39
H -1.17792 -5.18682 -11.70433  0.37
H 0.61327 -5.84487 -10.09043  0.36
H 1.24857 -4.30631 -8.22698  0.37
H -0.14584 -1.57727 -4.35619  0.20
H -1.77574 -2.48303 -2.69370  0.45
H -3.69328 -3.87977 -3.46387  0.40
H -3.93640 -4.42222 -5.89040  0.39
H -2.30162 -3.55270 -7.53659  0.28
H 1.58414 -0.95449 -10.01461  0.23
H 2.19308 -0.50479 -12.38999  0.40
H 3.43931 1.56768 -12.98841  0.35
H 4.09977 3.18053 -11.20295  0.38
H 3.47438 2.75093 -8.84480  0.26
H 4.05873 1.63152 -6.11618  0.38
H 4.66635 3.86317 -5.19803  0.43
H 3.01421 5.74030 -5.29780  0.37
H 0.75642 5.35049 -6.31104  0.39
H 0.14932 3.13381 -7.18295  0.19
C -0.11909 0.20416 2.28556  -1.05
Si 1.28908 -0.79223 1.53004  0.43
C 2.45816 -0.92021 2.98507  -1.11
C 0.61588 -2.52321 1.20550  -1.08
C 2.09182 -0.17257 -0.06184  -0.41
H -0.13922 0.01384 3.36899  0.36
H -1.11964 -0.04152 1.91193  0.30
H 0.01334 1.28686 2.18464  0.32
H 1.90709 -1.21773 3.88734  0.30
H 3.24586 -1.65813 2.80476  0.31
H 2.93134 0.04317 3.20101  0.31
H -0.29764 -2.54400 0.59582  0.30
H 1.34222 -3.17346 0.69439  0.34
H 0.35673 -3.01578 2.14956  0.30
H 1.67128 0.87105 -0.10128  0.23
H 3.18337 -0.00904 0.07707  0.50

Results
Kohn-Sham gap ... 0.286 Ha
LUMO energy ... -0.00034 Eh
HOMO energy ... -7.80 eV
Multiplicity ... 1